A cluster of 6 separate species, C12H23N3O16S3 in total in a non-equilibrium geometry. Source: the Open Molecules 2025 dataset; level of theory: wB97M-V/def2-TZVPD.

**2S+1**: 2
**LUMO (alpha / beta)**: -3.5759 / -6.7313 eV
**Orbital gap (alpha / beta)**: 0.3437 / 0.2278 Eh
**Net charge**: +1
**DFT total energy**: -3033.0666 a.u.

Cartesian coordinates (Å):
C -6.13 0.18 1.54
N -4.90 0.47 0.79
O -4.59 1.65 0.57
O -4.37 -0.50 0.23
H -6.39 1.14 1.99
H -5.99 -0.62 2.26
H -6.87 0.05 0.75
C 3.32 -2.18 -2.96
N 4.70 -1.77 -3.03
O 5.00 -0.68 -2.56
O 5.53 -2.57 -3.40
H 3.18 -2.27 -4.03
H 2.75 -1.37 -2.50
H 3.09 -3.06 -2.36
C -4.89 -3.10 -1.94
C -4.74 -1.96 -2.93
O -3.40 -1.98 -3.30
S -2.59 -3.42 -3.01
O -1.42 -3.28 -2.10
O -2.47 -4.12 -4.30
O -3.79 -4.02 -2.12
H -5.80 -3.69 -1.93
H -4.93 -2.71 -0.92
H -4.82 -1.02 -2.39
H -5.41 -2.10 -3.77
C 4.11 5.98 1.93
C 3.09 6.59 0.91
O 2.91 5.54 0.07
S 2.71 4.12 0.93
O 3.09 3.00 0.05
O 1.47 3.94 1.68
O 3.88 4.57 1.91
H 3.90 6.40 2.92
H 5.13 6.32 1.70
H 3.21 7.49 0.31
H 2.17 6.87 1.44
C 1.38 -0.73 3.65
C 2.58 -0.67 2.76
O 2.49 -1.85 2.03
S 2.16 -3.10 2.98
O 3.39 -3.47 3.60
O 1.38 -4.09 2.22
O 1.27 -2.07 4.04
H 0.46 -0.52 3.09
H 1.44 -0.11 4.54
H 3.53 -0.68 3.30
H 2.56 0.19 2.09
N -1.17 -0.41 -1.33
C -1.26 0.50 -0.30
C 0.07 0.53 0.27
C 0.97 -0.23 -0.42
C 0.19 -0.85 -1.36
H -1.93 -0.73 -1.92
H -2.20 1.01 -0.14
H 0.39 1.23 1.04
H 2.04 -0.36 -0.41
H 0.53 -1.52 -2.14

=====

A structure of composition C29H24BrN6O2RhS2. Source: the Open Molecules 2025 dataset; level of theory: wB97M-V/def2-TZVPD.

**Energy above the lowest of the compared OMol25 structures with the same formula, charge and spin**: 0.0 kJ/mol
**LUMO (alpha / beta)**: -0.1712 / -0.1711 eV
**Orbital gap (alpha / beta)**: 0.2356 / 0.2357 Eh
**DFT total energy**: -5079.5362 a.u.

Cartesian coordinates (Å):
Rh 0.07 0.35 -0.18
C -4.09 -1.50 2.88
C -4.72 -1.30 1.51
N -3.92 -1.88 0.44
C -2.99 -1.16 -0.21
S -0.40 -1.10 1.59
N -2.94 0.12 -0.15
N -1.84 0.70 -0.73
C -2.06 1.63 -1.60
C -3.42 2.09 -2.02
C -0.85 2.15 -2.24
C -0.88 3.06 -3.29
C 0.30 3.38 -3.93
C 1.48 2.77 -3.52
C 1.43 1.90 -2.46
N 0.31 1.60 -1.80
H -4.72 -1.05 3.65
H -3.10 -1.06 2.91
H -3.99 -2.57 3.11
H -4.85 -0.25 1.30
H -5.71 -1.77 1.46
H -3.88 -2.88 0.32
H -4.17 1.67 -1.37
H -3.63 1.79 -3.05
H -3.48 3.18 -1.98
H -1.81 3.49 -3.60
H 0.30 4.08 -4.76
H 2.42 2.97 -4.01
H 2.33 1.41 -2.10
S 4.28 -1.15 0.85
C 4.30 0.57 0.72
C 5.36 1.45 0.87
C 5.10 2.81 0.79
C 3.80 3.27 0.57
C 2.75 2.40 0.40
C 3.01 1.03 0.46
N 2.06 0.02 0.30
C 2.57 -1.16 0.51
C 1.85 -2.43 0.59
C 2.50 -3.60 0.19
C 1.93 -4.84 0.37
C 0.69 -4.92 1.00
C 0.03 -3.77 1.39
C 0.56 -2.49 1.16
H 6.36 1.09 1.07
H 5.91 3.52 0.92
H 3.62 4.34 0.53
H 1.73 2.73 0.25
H 3.47 -3.52 -0.29
H 2.44 -5.73 0.04
H 0.22 -5.88 1.17
H -0.95 -3.84 1.85
Br 0.84 -6.85 -3.74
C 0.53 -5.09 -3.14
C 1.44 -4.09 -3.46
N 1.30 -2.84 -3.03
C 0.24 -2.54 -2.29
C -0.73 -3.48 -1.95
C -0.58 -4.79 -2.38
C -1.93 -3.15 -1.14
O -2.67 -3.99 -0.68
O -2.13 -1.81 -1.07
H 2.30 -4.31 -4.07
H 0.18 -1.52 -1.91
H -1.31 -5.54 -2.10

=====

A structure of composition C5H7N3 in a non-equilibrium geometry. Source: the Open Molecules 2025 dataset; level of theory: wB97M-V/def2-TZVPD.

**Energy above the lowest of the compared OMol25 structures with the same formula, charge and spin**: 803.3 kJ/mol
**LUMO**: 0.4314 eV
**Orbital gap**: 0.3587 Eh
**DFT total energy**: -358.7124 a.u.

Cartesian coordinates (Å):
C 2.16 -1.06 0.51
C 1.52 0.16 -0.49
C 0.97 1.45 0.13
C -0.57 1.06 -0.22
C -0.05 -0.16 -0.59
H 2.44 -1.89 -0.23
H 3.25 -0.58 1.18
H 1.25 -1.75 1.34
H 2.16 0.46 -1.38
H 1.74 2.41 -0.36
H 1.18 1.61 1.18
H -2.38 1.33 0.80
N -1.81 0.59 0.45
N -2.05 -0.75 0.11
N -0.97 -1.32 -0.36

=====

A cluster of 2 separate species, C8H14NO4 in total in a non-equilibrium geometry. Source: the Open Molecules 2025 dataset; level of theory: wB97M-V/def2-TZVPD.

**Energy above the lowest of the compared OMol25 structures with the same formula, charge and spin**: 26.4 kJ/mol
**LUMO**: -4.8410 eV
**Orbital gap**: 0.3301 Eh
**Net charge**: +1
**DFT total energy**: -668.6509 a.u.

Cartesian coordinates (Å):
C -2.57 -0.18 -1.60
C -1.80 1.55 1.34
C 0.33 2.50 0.35
C 1.42 -0.22 -1.18
C 2.26 -0.28 1.09
C 0.90 -2.09 0.23
C -0.08 0.01 0.72
C -0.43 1.31 0.77
N 1.12 -0.63 0.21
O -1.60 -0.82 -1.28
O -2.53 0.67 1.70
O 1.50 2.50 0.07
O -3.75 -0.64 -1.85
H -2.54 0.91 -1.72
H -2.09 2.61 1.38
H -0.26 3.43 0.34
H 0.55 -0.42 -1.80
H 1.68 0.84 -1.22
H 2.27 -0.79 -1.55
H 3.14 -0.85 0.78
H 2.48 0.78 1.01
H 2.03 -0.53 2.12
H 1.78 -2.60 -0.15
H 0.71 -2.43 1.24
H 0.05 -2.33 -0.40
H -0.80 -0.68 1.14
H -3.82 -1.61 -1.77

=====

A structure of composition H2NOS2 in a non-equilibrium geometry. Source: the Open Molecules 2025 dataset; level of theory: wB97M-V/def2-TZVPD.

**2S+1**: 3
**Energy above the lowest of the compared OMol25 structures with the same formula, charge and spin**: 73.2 kJ/mol
**LUMO (alpha / beta)**: 3.7784 / 2.1694 eV
**Orbital gap (alpha / beta)**: 0.2370 / 0.2191 Eh
**Net charge**: -1
**DFT total energy**: -927.4746 a.u.

Cartesian coordinates (Å):
N -0.90 -0.22 -0.14
O -0.99 -1.48 -0.34
S 1.75 0.95 0.04
S -2.27 0.64 -0.17
H 2.20 -0.31 0.55
H 0.21 0.41 0.05

=====

A cluster of 13 separate species, C26H78O13 in total in a non-equilibrium geometry. Source: the Open Molecules 2025 dataset; level of theory: wB97M-V/def2-TZVPD.

**Energy above the lowest of the compared OMol25 structures with the same formula, charge and spin**: 240.6 kJ/mol
**LUMO**: 0.2355 eV
**Orbital gap**: 0.3542 Eh
**DFT total energy**: -2015.3760 a.u.

Cartesian coordinates (Å):
C 1.12 3.55 -3.33
C 2.24 3.81 -4.29
O 3.48 4.03 -3.54
H 0.24 3.15 -3.86
H 0.82 4.44 -2.80
H 1.39 2.76 -2.62
H 2.02 4.70 -4.90
H 2.34 2.97 -5.00
H 4.13 4.45 -4.11
C -5.02 -0.58 3.07
C -3.63 -0.15 2.86
O -3.50 0.51 1.55
H -5.25 -1.45 2.44
H -5.73 0.18 2.75
H -5.15 -0.82 4.12
H -2.99 -1.05 2.92
H -3.30 0.52 3.67
H -2.59 0.40 1.22
C -1.05 -2.78 3.43
C -0.90 -4.08 2.78
O 0.50 -4.38 2.72
H -0.78 -2.87 4.49
H -2.09 -2.46 3.43
H -0.42 -2.03 2.96
H -1.32 -4.07 1.77
H -1.46 -4.85 3.33
H 0.63 -5.18 2.18
C -3.95 4.33 -1.39
C -3.71 2.97 -0.74
O -4.60 2.84 0.39
H -3.23 4.52 -2.18
H -3.83 5.11 -0.64
H -4.96 4.42 -1.80
H -2.66 2.95 -0.38
H -3.86 2.14 -1.45
H -4.38 1.97 0.80
C 3.90 -1.21 -3.38
C 5.27 -0.70 -3.79
O 5.55 -0.94 -5.17
H 3.71 -0.94 -2.34
H 3.82 -2.27 -3.60
H 3.10 -0.74 -3.98
H 6.02 -1.22 -3.17
H 5.35 0.37 -3.59
H 5.63 -0.11 -5.63
C 4.06 -2.69 0.57
C 5.17 -2.95 -0.40
O 5.42 -4.43 -0.49
H 4.21 -3.23 1.50
H 3.12 -3.01 0.14
H 3.97 -1.62 0.81
H 6.12 -2.43 -0.20
H 4.92 -2.68 -1.43
H 6.17 -4.68 0.06
C 0.44 -1.09 -0.27
C 0.11 0.33 0.12
O -0.50 0.30 1.41
H 1.09 -1.15 -1.15
H -0.47 -1.66 -0.47
H 0.99 -1.58 0.55
H -0.60 0.80 -0.56
H 1.00 0.98 0.13
H 0.19 0.28 2.11
C -3.57 -1.07 -1.69
C -4.02 -2.02 -0.57
O -4.43 -3.27 -1.03
H -3.13 -0.15 -1.31
H -4.40 -0.82 -2.35
H -2.78 -1.58 -2.26
H -4.80 -1.58 0.04
H -3.17 -2.11 0.16
H -3.65 -3.77 -1.38
C 0.22 -4.21 -1.73
C -1.12 -4.75 -1.18
O -2.20 -4.72 -2.11
H 0.98 -4.24 -0.95
H 0.12 -3.19 -2.09
H 0.59 -4.80 -2.59
H -1.37 -4.11 -0.34
H -0.94 -5.78 -0.83
H -1.99 -5.28 -2.86
C -1.37 1.31 -5.80
C -1.50 0.49 -4.50
O -1.70 1.38 -3.37
H -1.23 0.63 -6.66
H -0.56 2.03 -5.77
H -2.31 1.85 -6.02
H -0.62 -0.15 -4.39
H -2.36 -0.19 -4.59
H -2.53 1.83 -3.54
C 2.69 1.92 3.65
C 2.91 0.55 3.04
O 1.69 -0.27 3.15
H 2.50 1.85 4.72
H 1.82 2.42 3.19
H 3.57 2.56 3.54
H 3.74 0.04 3.54
H 3.18 0.63 1.98
H 1.91 -1.20 2.92
C -0.26 4.99 -0.25
C 1.13 4.76 0.30
O 1.34 5.66 1.36
H -0.40 6.03 -0.55
H -1.02 4.76 0.52
H -0.52 4.36 -1.10
H 1.87 4.91 -0.52
H 1.24 3.71 0.61
H 2.08 5.37 1.90
C -0.56 0.49 7.58
C -0.31 0.42 6.16
O 0.96 -0.20 5.99
H -0.27 -0.45 8.07
H -1.60 0.74 7.83
H 0.05 1.29 8.02
H -0.28 1.46 5.77
H -1.12 -0.09 5.62
H 1.18 -0.17 5.03